125
Properties=species:S:1:pos:R:3:forces:R:3 method="wB97M-V/def2-TZVPD" lumo_energy_ev=0.3675 energy_ev=-92901.66663 homo_lumo_gap_ev=6.15
In -0.336690 -0.321732 -0.196001 0.0592 0.0424 -0.1563
C 2.509048 1.839709 0.310951 0.0232 -0.0048 0.0201
O 1.103285 1.671476 0.495782 0.0257 0.0208 -0.0179
C 0.444031 2.593303 1.250842 0.0152 0.0146 -0.0253
C 1.054984 3.665871 1.868792 0.0179 0.0085 -0.0131
C 0.304823 4.540480 2.649553 -0.0369 -0.0205 -0.0047
C -1.049026 4.323379 2.801244 0.0307 0.0180 0.0050
C -1.659769 3.243631 2.170409 -0.0285 0.0258 -0.0205
C -0.938339 2.357320 1.372669 -0.0046 -0.0021 -0.0047
N -1.472624 1.259113 0.685342 -0.0747 -0.0572 0.0148
N -2.860869 1.514254 0.358413 0.0188 -0.0164 0.0002
C -3.764404 0.398422 -0.005297 -0.0098 0.0424 0.0009
C -3.348439 -0.704158 -0.733843 0.0069 -0.0168 -0.0159
O -2.137057 -1.073858 -0.948415 -0.0445 0.0120 0.0792
C -4.383560 -1.540540 -1.285464 -0.0061 -0.0136 -0.0080
C -5.690863 -1.336641 -1.024598 0.0058 -0.0067 0.0092
C -6.108636 -0.279527 -0.166342 -0.0013 0.0029 -0.0137
C -7.462702 -0.118317 0.180504 -0.0054 0.0030 0.0018
C -7.874631 0.891730 1.008963 0.0081 0.0048 0.0052
C -6.919017 1.790022 1.506917 -0.0109 -0.0094 -0.0062
C -5.594335 1.664299 1.174857 -0.0007 0.0112 0.0073
C -5.132674 0.615686 0.336951 0.0069 -0.0159 -0.0030
H 2.704016 2.754601 -0.249518 0.0030 0.0109 -0.0080
H 2.835094 0.976722 -0.259685 -0.0214 0.0046 -0.0105
H 3.015660 1.866956 1.276943 -0.0095 -0.0066 0.0114
H 2.115144 3.831219 1.743925 -0.0038 -0.0081 0.0033
H 0.788583 5.380726 3.128785 -0.0050 0.0009 0.0033
H -1.649577 4.991896 3.404218 0.0037 0.0003 -0.0022
H -2.729123 3.134607 2.318429 0.0114 -0.0081 -0.0003
H -4.038773 -2.346539 -1.921190 -0.0041 -0.0009 0.0035
H -6.445685 -1.987691 -1.451344 -0.0008 0.0041 -0.0010
H -8.181128 -0.820829 -0.226552 0.0009 0.0017 -0.0003
H -8.918279 1.003842 1.269900 0.0029 -0.0011 0.0000
H -7.227303 2.599360 2.156708 -0.0002 -0.0025 -0.0002
H -4.919160 2.408559 1.584935 0.0037 0.0031 -0.0035
C 2.746321 -3.206652 -3.523964 -0.0104 -0.0101 -0.0113
C 2.128686 -1.935782 -3.045990 0.0248 0.0214 0.0107
C 1.990612 -0.708521 -3.885452 -0.0044 0.0533 -0.0502
C 1.227347 0.228114 -2.907445 -0.0290 -0.0574 0.0947
N 1.271768 -0.432048 -1.598436 -0.0289 0.0242 0.0715
N 1.735767 -1.716243 -1.839992 -0.0361 -0.0178 -0.0262
B 1.841206 -2.710258 -0.622251 0.0017 -0.0263 0.0532
N 2.379742 -1.946018 0.598168 0.0022 0.0191 -0.0296
N 1.664203 -0.984632 1.248271 0.0201 -0.0376 0.0369
C 2.375014 -0.644353 2.317687 0.0030 0.0049 0.0045
C 3.571895 -1.380563 2.359101 0.0134 0.0186 -0.0113
C 3.536958 -2.193837 1.251243 0.0010 -0.0137 0.0245
C 4.541900 -3.202318 0.803400 -0.0093 0.0004 0.0032
C 1.947401 0.361434 3.306791 0.0162 -0.0141 -0.0050
C 2.914030 1.071520 4.018684 0.0110 0.0043 0.0034
C 2.546723 1.995209 4.984241 -0.0024 0.0125 0.0085
C 1.204954 2.221668 5.257449 0.0047 -0.0054 -0.0023
C 0.236413 1.527395 4.549208 0.0120 -0.0078 0.0005
C 0.606439 0.608673 3.579654 -0.0431 -0.0028 0.0109
N 0.464123 -3.299539 -0.272042 0.0240 0.0758 0.0334
N -0.404474 -2.539255 0.439945 -0.0543 -0.1073 -0.1261
C -1.422251 -3.318438 0.790722 -0.0082 0.0478 -0.0077
C -1.217618 -4.609582 0.290892 -0.0271 0.0040 0.0638
C -0.007806 -4.558342 -0.373434 0.0476 -0.0227 0.0006
C 0.712852 -5.650888 -1.087760 -0.0024 0.0067 -0.0139
C -2.515355 -2.769622 1.605669 0.0008 -0.0186 -0.0039
C -3.838227 -3.149940 1.411481 -0.0203 0.0101 -0.0164
C -4.851241 -2.550204 2.145031 0.0009 -0.0027 0.0118
C -4.554574 -1.567069 3.078757 0.0092 0.0045 0.0014
C -3.231981 -1.206680 3.301769 -0.0142 -0.0100 0.0010
C -2.221502 -1.816133 2.575609 0.0039 0.0016 0.0162
C 1.682355 1.670981 -2.822623 0.0627 0.0016 -0.1563
C 2.987029 2.010866 -3.172643 -0.0416 -0.0195 0.0742
C 3.444886 3.315416 -3.056285 -0.0089 0.0275 0.0220
C 2.596342 4.308968 -2.589673 0.0283 0.0218 -0.0057
C 1.294628 3.983253 -2.238126 -0.0300 -0.0208 0.0097
C 0.840543 2.677389 -2.354659 0.1002 0.0105 -0.0005
H 2.956374 -3.122144 -4.588575 -0.0028 -0.0035 -0.0019
H 3.678815 -3.421963 -2.999670 0.0004 0.0090 -0.0063
H 2.079831 -4.055298 -3.374469 0.0026 0.0060 0.0031
H 2.957229 -0.413422 -4.300918 0.0144 -0.0489 0.0221
H 2.591412 -3.586428 -0.922040 -0.0056 0.0005 -0.0001
H 4.339176 -1.348542 3.113734 -0.0030 -0.0028 -0.0063
H 5.402625 -3.168528 1.468567 0.0030 -0.0024 -0.0038
H 4.131339 -4.212382 0.825285 0.0047 -0.0003 -0.0017
H 4.885605 -3.005040 -0.212455 -0.0018 0.0046 0.0027
H 3.962986 0.904792 3.805429 -0.0053 -0.0001 -0.0012
H 3.310283 2.541281 5.523529 0.0006 -0.0026 -0.0030
H 0.915835 2.943528 6.010405 0.0028 -0.0023 -0.0027
H -0.812876 1.711491 4.740777 0.0034 -0.0029 -0.0031
H -0.157885 0.088915 3.019737 -0.0158 -0.0304 -0.0042
H -1.840652 -5.476212 0.433497 -0.0021 0.0067 -0.0023
H 0.228257 -6.602251 -0.878128 0.0019 -0.0021 -0.0038
H 0.689490 -5.494692 -2.167589 0.0028 -0.0040 0.0027
H 1.755652 -5.716826 -0.779125 -0.0021 0.0001 0.0042
H -4.078872 -3.884149 0.652445 0.0049 0.0050 0.0108
H -5.881618 -2.830496 1.966932 0.0040 -0.0023 0.0010
H -5.352640 -1.086082 3.630154 0.0025 -0.0043 -0.0007
H -2.986270 -0.462263 4.050295 0.0019 -0.0070 -0.0035
H -1.183807 -1.587028 2.771339 0.0533 0.0433 0.0021
H 3.666689 1.252483 -3.538098 0.0065 0.0341 0.0007
H 4.462456 3.555701 -3.338059 -0.0049 -0.0022 -0.0025
H 2.944943 5.331134 -2.509003 0.0024 -0.0069 0.0073
H 0.622664 4.752332 -1.875086 0.0020 -0.0101 -0.0005
H -0.176581 2.426418 -2.089925 -0.0581 0.0109 0.0362
C -4.766641 1.804201 -3.018055 0.0023 0.0098 -0.0360
Si -3.031037 2.309741 -2.525226 -0.1106 0.0586 -0.0581
C -3.025045 2.660119 -0.633568 0.0606 -0.0359 0.0146
C -2.765714 4.075051 -3.140578 0.0128 0.0026 0.0148
N -1.841413 1.185216 -2.854027 0.0951 -0.0733 0.0401
C -1.076972 0.995611 -3.926448 -0.0451 0.0382 -0.0354
C -0.945988 1.704044 -5.096719 -0.0206 -0.0039 0.0538
C 0.097664 1.404189 -6.052563 0.0063 -0.0106 0.0193
C 0.955343 0.371780 -5.979489 0.0005 -0.0296 -0.0009
C 0.803882 -0.638005 -4.883805 0.0038 0.0499 -0.0330
C -0.070544 -0.107011 -3.739254 -0.0167 -0.0367 -0.0031
F -0.678478 -1.213677 -3.147956 0.0161 -0.0048 -0.0063
H -5.517739 2.508124 -2.647373 0.0068 0.0007 -0.0024
H -5.020202 0.806273 -2.658780 0.0032 0.0106 -0.0008
H -4.831870 1.789158 -4.109889 -0.0111 0.0015 0.0117
H -3.974205 3.140167 -0.380176 -0.0059 -0.0026 -0.0195
H -2.235977 3.376683 -0.405583 0.0037 0.0008 0.0446
H -3.261269 1.833484 1.238218 0.0138 0.0154 0.0160
H -3.371267 4.797049 -2.583839 -0.0017 -0.0032 -0.0075
H -3.035841 4.164046 -4.194888 -0.0058 0.0072 -0.0032
H -1.715317 4.364947 -3.046053 -0.0139 0.0011 -0.0030
H -1.571834 2.571017 -5.268140 0.0169 0.0112 -0.0158
H 0.200127 2.087448 -6.890463 -0.0082 -0.0034 0.0027
H 1.706316 0.203279 -6.742618 -0.0138 0.0112 -0.0028
H 0.458151 -1.606791 -5.262794 0.0062 -0.0170 0.0249